No. 1
The following is a DFT calculation (ωB97M-V with the def2-TZVPD basis set) of a 11-piece molecular cluster, C60H145N3O27 overall in a non-equilibrium geometry.

```
235
Properties=species:S:1:pos:R:3:forces:R:3
C 2.9972 2.9391 0.5405 -1.345 -0.690 -0.554
O 4.2477 2.7742 1.1308 0.160 1.229 -0.920
C 4.3549 1.4667 1.5752 -1.330 -0.345 0.287
C 5.6962 1.3040 2.1539 1.342 0.390 1.021
C 5.9545 2.2954 3.3039 -0.601 -1.135 0.687
N 6.6557 1.4981 1.0726 0.119 0.091 -0.874
H 2.2674 2.3954 1.1650 -0.243 0.486 -0.176
H 2.9077 2.4758 -0.4622 0.348 0.101 0.271
H 2.6850 3.9714 0.4135 0.382 0.237 0.342
H 3.5288 1.3547 2.2963 0.343 -0.529 0.341
H 4.1483 0.7437 0.7758 0.222 0.008 -0.170
H 5.7699 0.3039 2.5933 0.090 -0.139 -0.306
H 6.0975 3.3036 2.9432 0.024 0.212 0.056
H 6.7969 1.9254 3.8944 0.316 0.361 -0.272
H 5.1225 2.2342 4.0251 0.025 0.358 -0.274
H 6.2714 2.2245 0.4626 0.102 -0.303 0.137
H 7.5439 1.8873 1.3681 -0.048 -0.280 0.368
C -6.1831 7.4157 -2.2709 0.019 0.098 0.511
O -5.1132 6.6512 -1.7718 0.630 0.032 -0.873
C -5.3656 6.0251 -0.5528 -0.546 0.007 -0.151
C -5.8541 6.9638 0.5273 0.878 -0.338 1.504
C -4.7960 8.0348 0.7944 0.031 0.552 -0.673
N -6.0912 6.1310 1.7587 -0.144 0.702 -0.260
H -7.1416 6.8929 -2.1567 0.023 0.017 -0.010
H -5.9959 7.6100 -3.3175 0.055 0.094 -0.153
H -6.1887 8.3525 -1.7067 -0.436 0.188 -0.370
H -6.1047 5.2340 -0.7350 0.081 -0.198 0.397
H -4.3970 5.6368 -0.2471 -0.060 -0.439 0.140
H -6.7898 7.4409 0.2344 -0.095 -0.176 0.163
H -4.6253 8.6263 -0.1199 -0.145 0.032 0.311
H -3.8049 7.6373 1.0425 -0.303 -0.210 0.068
H -5.1081 8.7107 1.5926 -0.014 0.006 -0.033
H -5.1917 5.8972 2.1853 -0.083 0.005 -0.348
H -6.5212 6.7354 2.4621 -0.071 -0.219 -0.243
C -2.5255 2.9468 6.9302 0.228 0.308 0.603
O -2.1228 2.1606 5.8440 -0.081 -0.701 0.021
C -1.0474 2.6430 5.0775 -0.259 0.946 0.546
C -0.8876 1.8147 3.8342 1.720 -0.057 -0.835
C -0.6569 0.3424 4.2057 -0.209 0.111 -0.640
N 0.3478 2.3325 3.0592 -0.830 -0.314 1.276
H -3.1486 2.3456 7.5956 -0.266 -0.041 -0.420
H -3.0743 3.8331 6.5825 0.073 -0.047 0.180
H -1.7002 3.2564 7.5991 0.077 0.074 -0.549
H -1.2431 3.7109 4.8427 0.199 -0.274 -0.142
H -0.0964 2.6023 5.6444 -0.244 -0.017 0.006
H -1.7266 1.9225 3.1400 -0.124 -0.047 0.320
H -1.4486 -0.0362 4.8527 0.058 0.082 -0.025
H 0.3094 0.2039 4.7006 -0.130 0.169 0.124
H -0.6324 -0.2708 3.3000 -0.023 0.014 0.046
H 1.1285 1.7696 3.4033 -0.068 0.064 -0.236
H 0.5705 3.2698 3.4228 -0.209 -0.300 -0.394
C 1.3663 1.3606 -3.1268 -0.062 0.312 0.711
O 2.7081 1.7834 -3.2706 -0.264 0.526 -0.860
C 3.6670 0.9247 -2.7524 1.224 1.070 0.556
C 3.6196 -0.5150 -3.0994 0.176 -1.772 1.289
O 2.4761 -1.1558 -2.4505 1.252 0.046 -1.101
C 2.3587 -2.5601 -2.6850 -2.094 0.319 0.521
C 1.7656 -2.8484 -4.0625 1.136 0.572 -0.796
O 1.4001 -4.2051 -4.1609 -0.015 0.891 2.391
C 1.6650 -4.7323 -5.3714 0.023 -1.193 -2.177
H 1.1724 0.4625 -3.6992 -0.157 -0.237 0.079
H 0.6830 2.1306 -3.4770 0.291 0.224 -0.195
H 1.1784 1.2395 -2.0530 -0.300 -0.311 -0.285
H 3.8024 1.0868 -1.6660 -0.547 -0.468 0.021
H 4.6291 1.3138 -3.1178 -0.110 -0.162 -0.258
H 4.4953 -0.9882 -2.5965 -0.581 0.449 -0.872
H 3.7450 -0.6948 -4.1732 -0.649 -0.033 0.001
H 1.5730 -2.8151 -1.9539 0.359 -0.331 -0.128
H 3.2325 -3.1674 -2.4244 -0.269 0.400 -0.713
H 2.5310 -2.6182 -4.8369 -0.146 -0.229 0.274
H 0.9474 -2.1623 -4.3288 -0.193 -0.230 0.458
H 2.6916 -4.5530 -5.7130 0.022 0.211 -0.032
H 0.9514 -4.3521 -6.1097 0.145 0.068 -0.367
H 1.5491 -5.8171 -5.3544 -0.137 -0.021 0.248
C 6.5713 -1.4810 -1.5130 0.572 -1.225 0.830
O 6.3249 -2.6618 -0.6972 0.115 1.001 -0.321
C 5.2702 -3.4742 -1.1131 -1.012 -0.454 -0.215
C 5.5123 -4.2490 -2.4112 -1.129 0.473 0.389
O 6.7312 -4.8748 -2.5028 1.105 -0.122 -0.173
C 7.1436 -5.5955 -1.3650 0.566 -0.688 -0.098
C 6.1652 -6.6568 -0.9130 -0.128 0.376 0.615
O 5.9985 -7.5808 -1.9382 0.112 -0.794 -0.143
C 5.2104 -8.6899 -1.5281 -0.739 0.869 -1.083
H 7.4272 -1.0083 -1.0312 -0.254 0.218 0.017
H 5.7010 -0.8191 -1.5151 0.455 -0.072 0.159
H 6.9055 -1.7761 -2.5167 -0.408 0.108 -0.003
H 4.2901 -2.9677 -1.2626 0.966 0.335 0.475
H 5.0419 -4.1832 -0.3103 0.416 0.158 0.133
H 5.4108 -3.5607 -3.2512 0.232 -0.046 -0.215
H 4.6883 -4.9751 -2.5113 -0.056 0.063 0.000
H 7.4611 -4.9487 -0.5380 -0.352 0.102 -0.052
H 8.0326 -6.1486 -1.6877 -0.016 0.199 -0.029
H 5.1934 -6.2191 -0.6285 0.075 -0.137 -0.006
H 6.5682 -7.1510 -0.0116 0.021 0.144 -0.060
H 5.6320 -9.2362 -0.6857 0.003 0.048 0.137
H 5.1022 -9.3249 -2.4058 0.280 -0.223 0.118
H 4.1892 -8.3104 -1.3453 0.209 -0.326 0.528
C -2.5924 5.1954 -5.3336 -1.032 0.669 0.636
O -2.2402 4.0793 -6.0419 0.297 -1.727 -0.546
C -2.2983 2.9054 -5.2370 0.354 -0.473 -0.293
C -1.8143 1.7013 -6.0636 0.679 -0.039 0.031
O -1.1125 0.7514 -5.2633 0.418 0.989 -0.508
C -1.8989 -0.0658 -4.4505 -0.137 -0.164 0.191
C -2.5555 -1.1147 -5.2615 -1.748 0.014 -0.249
O -1.6189 -1.9759 -5.8030 0.528 0.100 0.139
C -2.2035 -2.8094 -6.7437 0.135 -0.575 -0.661
H -2.5633 6.0506 -5.9983 0.084 0.178 -0.092
H -1.9488 5.3775 -4.4652 0.118 -0.003 0.054
H -3.6255 5.0625 -4.9796 0.001 0.383 0.217
H -3.3124 2.6293 -4.8805 0.214 0.810 -0.025
H -1.6291 3.0606 -4.3723 -0.215 -0.291 -0.079
H -1.0834 2.0223 -6.8139 -0.150 0.147 0.194
H -2.6425 1.2346 -6.6155 0.055 0.107 0.193
H -2.6359 0.4974 -3.8736 -0.017 0.040 0.155
H -1.2317 -0.5774 -3.7628 0.157 0.203 0.251
H -3.1320 -0.6896 -6.0990 0.018 0.271 0.117
H -3.3343 -1.6234 -4.6620 0.329 -0.248 0.103
H -2.8293 -3.5573 -6.2466 0.029 -0.216 -0.184
H -1.3808 -3.2505 -7.3028 -0.093 -0.440 0.083
H -2.8211 -2.2894 -7.4943 0.027 0.226 0.306
C -1.9392 5.8191 1.3298 0.894 -1.434 -0.790
O -1.3965 6.9030 0.6455 0.318 0.810 0.123
C -0.7532 6.5465 -0.5719 -1.041 0.345 0.298
C -0.2002 7.7896 -1.2206 0.485 -0.271 -0.380
O -1.1066 8.8254 -1.4297 -0.152 0.439 0.622
C -2.3109 8.4593 -2.0663 1.161 0.048 -0.675
C -2.8963 9.7743 -2.5334 0.828 -0.259 1.755
O -4.0680 9.5881 -3.2249 -0.571 0.581 -0.760
C -3.8426 9.3812 -4.5872 -0.439 -0.590 -1.402
H -1.1430 5.1114 1.6413 -0.144 0.208 0.040
H -2.5458 5.2442 0.6108 -0.384 -0.029 0.493
H -2.4725 6.1172 2.2220 -0.269 0.329 -0.051
H -1.5282 6.1645 -1.2709 0.436 -0.500 0.370
H 0.0554 5.8304 -0.3706 -0.185 -0.088 -0.301
H 0.1786 7.4608 -2.2053 0.284 0.006 0.176
H 0.6054 8.2081 -0.6230 0.142 0.022 -0.031
H -2.9589 7.9218 -1.3815 -0.263 -0.126 -0.178
H -2.0330 7.8514 -2.9433 -0.414 -0.268 0.084
H -2.1287 10.3277 -3.0759 -0.049 0.045 -0.285
H -3.0767 10.3205 -1.6032 -0.335 0.309 -0.192
H -4.7950 9.5279 -5.1053 0.047 -0.102 0.117
H -3.4930 8.3622 -4.8306 -0.126 0.086 0.307
H -3.1241 10.0462 -5.0954 -0.050 0.239 0.689
C -2.3901 -11.0499 -0.3371 -0.834 0.295 -1.333
O -1.6963 -10.7075 0.7970 0.672 0.260 1.368
C -2.2643 -9.6392 1.5524 -0.219 -1.185 0.776
C -2.2507 -8.3250 0.8492 -0.383 0.645 -1.252
O -0.9559 -7.9401 0.4370 -0.293 -0.178 -0.657
C -0.0479 -7.8037 1.4523 1.291 0.440 1.067
C -0.4014 -6.7127 2.4759 1.096 -0.452 0.376
O -0.8415 -5.5032 1.9285 -0.619 -0.401 0.256
C 0.1724 -4.8214 1.2476 0.234 0.248 -0.305
H -2.3038 -10.2558 -1.0928 -0.140 -0.150 -0.073
H -3.4625 -11.2341 -0.1615 0.082 0.090 0.162
H -1.9874 -11.9546 -0.7844 0.277 -0.089 0.233
H -1.6824 -9.5777 2.4799 0.066 -0.100 -0.250
H -3.2681 -9.9539 1.9019 0.058 0.429 -0.407
H -2.7510 -7.5214 1.4053 0.138 -0.207 0.278
H -2.7664 -8.3729 -0.1143 -0.297 -0.170 0.239
H 0.9310 -7.5674 1.0263 -0.220 0.110 -0.406
H 0.1632 -8.7347 2.0025 -0.290 0.015 0.021
H 0.5459 -6.5394 3.0294 -0.295 -0.059 0.078
H -1.1149 -7.0996 3.2060 -0.316 0.371 -0.145
H 0.9589 -4.4821 1.9365 -0.031 -0.047 -0.009
H -0.2812 -3.9550 0.7805 0.029 0.145 -0.009
H 0.6245 -5.4339 0.4616 0.009 0.017 -0.012
C 4.3933 -4.4274 8.6499 -0.338 -0.324 0.966
O 4.5676 -5.2984 7.5680 -0.466 0.071 -0.338
C 5.8740 -5.2839 7.1060 1.087 -0.928 0.554
C 6.5063 -3.9133 6.9177 0.317 -1.007 -0.627
O 5.6902 -2.9987 6.2618 -0.393 0.389 -0.367
C 5.2228 -3.4703 4.9823 0.187 0.208 0.981
C 4.9010 -2.2597 4.1421 1.347 0.314 -1.847
O 3.5734 -1.8488 4.1177 -0.639 0.583 0.717
C 3.1420 -1.2828 5.3652 0.188 0.318 -0.554
H 4.4070 -3.3863 8.3328 -0.205 0.101 0.065
H 5.1427 -4.5641 9.4497 0.159 -0.057 -0.346
H 3.4563 -4.7289 9.1188 -0.179 0.416 -0.164
H 5.9618 -5.9074 6.2155 -0.475 0.242 -0.255
H 6.4977 -5.8364 7.8345 0.170 0.245 0.016
H 7.3952 -4.1326 6.2987 0.175 0.290 0.280
H 6.8127 -3.5086 7.8736 0.014 0.347 0.060
H 4.3366 -4.0923 5.1542 -0.007 0.048 -0.245
H 6.0059 -4.1070 4.5536 -0.035 0.219 -0.283
H 5.1991 -2.3908 3.0831 -0.567 -0.740 0.217
H 5.6125 -1.4324 4.3255 -0.374 -0.058 0.958
H 2.7993 -2.0705 6.0391 0.177 0.146 0.186
H 2.3275 -0.5763 5.1784 -0.095 -0.385 -0.222
H 3.9444 -0.6646 5.7875 0.023 -0.408 0.227
C 2.4761 -1.6736 1.1210 1.342 -0.031 -0.383
O 1.3116 -1.7769 0.3540 -0.058 0.165 0.528
C 0.8474 -0.5090 -0.0075 -1.094 0.364 -0.574
C -0.2761 -0.7574 -1.0029 0.042 -0.783 -1.630
O -1.1598 0.2861 -1.3044 -0.181 0.634 0.192
C -2.1382 0.6337 -0.3632 0.688 0.322 1.109
C -2.7163 1.9570 -0.7204 -0.376 1.061 0.808
O -3.5731 1.8463 -1.8124 0.006 0.337 -0.782
C -4.1699 3.0603 -2.2145 0.258 0.246 -0.504
H 2.6079 -2.5990 1.6701 0.046 -0.043 0.143
H 2.5529 -0.8199 1.8052 -0.755 -0.146 0.178
H 3.3526 -1.5127 0.4624 -0.138 -0.285 -0.014
H 1.6019 0.0492 -0.5765 0.181 0.048 0.623
H 0.4787 0.0497 0.8658 0.264 0.066 0.010
H -0.7841 -1.7231 -0.8492 -0.133 0.272 0.596
H 0.1921 -0.8742 -1.9874 0.249 -0.336 0.270
H -1.6976 0.8383 0.6330 0.093 -0.470 -0.133
H -2.8981 -0.1354 -0.2447 -0.053 -0.114 -0.049
H -1.9185 2.7131 -0.8352 0.079 -0.312 -0.574
H -3.2717 2.3680 0.1499 -0.117 -0.423 -0.114
H -4.6447 3.5780 -1.3729 -0.288 -0.269 -0.144
H -4.8454 2.7999 -3.0325 -0.422 0.065 0.427
H -3.4976 3.8039 -2.6908 0.332 -0.443 0.459
C -5.1728 2.8505 2.1108 0.445 0.423 1.508
O -5.4800 1.5504 1.7629 0.520 -0.607 -0.592
C -5.2154 0.6526 2.8135 -0.745 0.642 1.057
C -5.5183 -0.7492 2.3685 -0.996 0.563 0.179
O -4.9065 -1.0911 1.1908 2.006 -0.899 -1.196
C -5.3795 -0.5423 -0.0144 -2.432 0.631 0.806
C -5.1550 -1.4064 -1.2243 2.116 -0.064 0.163
O -6.1689 -1.2930 -2.1474 -1.490 -0.517 -0.542
C -6.2048 -0.0251 -2.7325 0.676 0.610 -0.402
H -4.1297 2.9344 2.4645 0.122 0.016 -0.397
H -5.7436 3.1321 3.0144 -0.255 0.305 -0.397
H -5.3522 3.5252 1.2888 -0.217 0.118 -0.167
H -5.8979 0.9865 3.6247 0.186 -0.622 0.107
H -4.2143 0.7014 3.2625 0.308 0.370 -0.592
H -6.6100 -0.8334 2.2578 -0.017 -0.229 0.096
H -5.1406 -1.4435 3.1082 -0.179 -0.192 0.305
H -5.0866 0.4941 -0.1751 0.458 -0.192 0.125
H -6.4825 -0.4763 0.1373 0.225 0.005 -0.445
H -4.9933 -2.4453 -0.9465 -0.424 -0.153 0.077
H -4.2154 -1.0928 -1.7180 0.030 -0.078 0.098
H -6.1910 0.7672 -1.9777 -0.048 0.046 -0.126
H -7.0791 0.1136 -3.3615 -0.217 -0.376 0.092
H -5.3128 0.0959 -3.3753 -0.117 0.170 0.166
```
Forces are in eV/Å.

Summary:
Energy above the lowest of the compared OMol25 structures with the same formula, charge and spin (kcal per mole): 0.0
Structure (SMILES): COC[C@H](C)N.COC[C@H](C)N.COC[C@H](C)N.COCCOCCOC.COCCOCCOC.COCCOCCOC.COCCOCCOC.COCCOCCOC.COCCOCCOC.COCCOCCOC.COCCOCCOC
E_LUMO (eV): 0.395
Gap between HOMO and LUMO (eV): 9.57


No. 2
The following is a DFT calculation (ωB97M-V with the def2-TZVPD basis set) of a 2-piece molecular cluster, C3H4BrClO2 overall in a non-equilibrium geometry.

```
11
Properties=species:S:1:pos:R:3:forces:R:3
C -0.4613 0.2664 -0.4062 -2.044 -0.092 -4.188
C -1.2721 -0.8010 -1.3039 -2.454 0.355 3.662
C 1.4452 0.6158 1.4451 -2.133 -1.048 -2.194
O -0.4646 1.4571 -0.6769 0.264 -0.650 0.707
O 0.1370 -0.3918 0.4687 3.944 0.188 4.235
Cl 0.9653 0.5094 3.0436 -0.233 0.022 0.488
Br 3.0479 -0.1932 0.9862 0.178 -0.186 -0.108
H -1.0018 -1.8926 -1.2439 -0.212 1.325 0.560
H -1.2548 -0.5365 -2.2910 0.225 1.031 -2.537
H -2.4089 -0.5852 -0.9472 2.522 -0.945 -0.834
H 1.2681 1.5515 0.9254 -0.056 -0.001 0.210
```
Forces are in eV/Å.

Summary:
Energy above the lowest of the compared OMol25 structures with the same formula, charge and spin (kcal per mole): 33.9
E_LUMO (eV): -0.423
Gap between HOMO and LUMO (eV): 9.42


No. 3
The following is a DFT calculation (ωB97M-V with the def2-TZVPD basis set) of a 2-piece molecular cluster, C3H6N2O overall.

```
12
Properties=species:S:1:pos:R:3:forces:R:3
C 0.5585 -1.0667 -1.8398 0.451 0.147 0.182
C 1.2017 -0.7885 -0.6686 0.188 -0.125 -0.062
N 0.2132 -0.5376 0.2396 -0.419 0.156 -0.135
C -0.9667 -0.6253 -0.4322 0.119 -0.114 0.433
N -0.7974 -0.9550 -1.6829 -0.126 -0.077 -0.223
H 1.0525 -1.3274 -2.7594 -0.255 -0.008 -0.201
H 2.2499 -0.7256 -0.4378 -0.005 -0.084 0.107
H 0.2865 -0.2570 1.2009 0.168 0.177 -0.032
H -1.8962 -0.4543 0.0834 -0.132 0.003 -0.134
O -0.5820 1.8977 1.9518 0.041 -0.291 0.518
H -0.6813 2.7110 1.4527 -0.014 0.128 0.049
H -0.6388 2.1286 2.8923 -0.015 0.088 -0.502
```
Forces are in eV/Å.

Summary:
Energy above the lowest of the compared OMol25 structures with the same formula, charge and spin (kcal per mole): 18.3
Structure (SMILES): c1c[nH]cn1.O
E_LUMO (eV): 0.489
Gap between HOMO and LUMO (eV): 9.06


No. 4
The following is a DFT calculation (ωB97M-V with the def2-TZVPD basis set) of a 2-piece molecular cluster, CH2FIO2S overall in a non-equilibrium geometry.

```
8
Properties=species:S:1:pos:R:3:forces:R:3
C -0.3636 -0.0063 -1.6833 -1.668 -3.046 2.119
O -0.2097 1.3942 1.8890 0.224 0.655 0.207
O 1.7927 0.0721 1.1256 0.210 0.189 0.245
F 0.6148 0.5711 -2.2826 1.629 0.714 -0.896
S 0.3858 0.2297 1.3218 -0.119 0.001 -0.641
I -0.6781 -1.6827 2.5154 -0.260 -0.803 0.457
H -0.2066 -1.0354 -1.1468 -0.013 2.172 -1.375
H -1.3354 0.4572 -1.7391 -0.003 0.117 -0.116
```
Forces are in eV/Å.

Summary:
2S+1: 3
Energy above the lowest of the compared OMol25 structures with the same formula, charge and spin (kcal per mole): 0.0
E_LUMO (alpha / beta) (eV): -0.730 / -3.133
Gap between HOMO and LUMO (alpha / beta) (eV): 7.63 / 7.34


No. 5
The following is a DFT calculation (ωB97M-V with the def2-TZVPD basis set) of C2H3Cl2NSi as an isolated structure in a non-equilibrium geometry.

```
9
Properties=species:S:1:pos:R:3:forces:R:3
C -1.5223 0.6736 0.6163 5.043 -3.171 -6.633
C -0.6867 0.1132 -0.3900 2.606 3.845 3.584
N -2.0317 1.1355 1.5117 -3.195 2.261 4.745
Si 1.2179 -0.3572 -0.0556 -1.373 0.946 -1.579
Cl 1.2948 -2.2712 0.5203 0.350 -0.290 0.303
Cl 1.8035 1.1238 1.1837 0.326 -0.113 0.636
H -0.5923 0.6206 -1.3103 -0.836 0.689 -1.098
H -1.4988 -1.0166 -0.7330 -2.049 -3.514 -0.947
H 2.0156 -0.0216 -1.3430 -0.873 -0.653 0.989
```
Forces are in eV/Å.

Summary:
2S+1: 3
Energy above the lowest of the compared OMol25 structures with the same formula, charge and spin (kcal per mole): 57.6
E_LUMO (alpha / beta) (eV): 0.479 / -4.784
Gap between HOMO and LUMO (alpha / beta) (eV): 5.85 / 6.77


No. 6
The following is a DFT calculation (ωB97M-V with the def2-TZVPD basis set) of a 2-piece molecular cluster, CHClFNO2 overall in a non-equilibrium geometry.

```
7
Properties=species:S:1:pos:R:3:forces:R:3
C 0.1547 -0.6096 0.1410 4.381 1.176 1.306
N -0.8444 0.4267 -0.3288 2.302 -2.152 -0.338
O -1.8847 0.3283 0.2129 -2.355 -0.002 1.302
O -0.4676 1.1554 -1.1640 0.126 1.546 -1.714
F 0.6862 -1.5011 -0.6803 -1.718 1.592 1.060
Cl 2.0810 0.9228 0.5738 -2.028 -1.591 -0.435
H 0.2747 -0.7226 1.2455 -0.709 -0.570 -1.180
```
Forces are in eV/Å.

Summary:
Energy above the lowest of the compared OMol25 structures with the same formula, charge and spin (kcal per mole): 58.4
E_LUMO (alpha / beta) (eV): -2.535 / -2.534
Gap between HOMO and LUMO (alpha / beta) (eV): 8.20 / 8.20